(1)
Computed, not measured: a cluster of 2 separate species, C12H17N in total, with ωB97M-V/def2-TZVPD.

Multiplicity: 2
E_HOMO (alpha / beta) (eV): 0.54 / -2.76
Total charge: -1
Frontier orbital gap (alpha / beta) (Eh): 0.11942 / 0.23851
Relative energy (zero: lowest compared OMol25 entry of this formula, charge and spin) (kcal per mole): 4.8
M (g/mol): 175.3

```
30
Properties=species:S:1:pos:R:3:lowdin_charge:R:1
C 0.1614 2.7994 1.1922 -0.070
C -1.9344 -0.1340 0.3304 -0.301
C -1.2330 1.0113 -0.0829 -0.191
C -0.8446 1.6902 1.1022 -0.288
C -1.3997 1.0384 2.1794 -0.139
C -2.3357 -1.1315 -0.5651 -0.117
C -1.9256 -0.9970 -1.9322 -0.201
C -1.0468 1.2268 -1.4958 -0.107
C -1.2826 0.1411 -2.3593 -0.205
N -2.0730 -0.0862 1.6913 0.038
H -2.5757 -0.7108 2.2882 0.123
H -2.9838 -1.9458 -0.2478 0.057
H -1.2895 1.1666 3.2479 0.073
H -2.1857 -1.8185 -2.5883 0.062
H -0.7381 2.2317 -1.7738 0.056
H -0.0603 3.4821 1.9939 0.050
H 0.2092 3.3750 0.2694 0.060
H -0.9986 0.2812 -3.3911 0.066
H 1.1393 2.3746 1.4363 0.059
C 2.3316 -1.0816 0.3683 -0.318
C 3.0048 -0.7965 -0.9650 -0.132
C 1.0414 -1.9231 0.3133 -0.099
H 3.0687 -1.5200 1.0563 0.088
H 2.0652 -0.1635 0.8777 0.078
H 2.4000 -0.1203 -1.5675 0.067
H 1.2232 -2.9588 0.6163 0.060
H 3.3149 -1.7077 -1.4886 0.064
H 3.9834 -0.3403 -0.7626 0.056
H 0.3166 -1.4338 0.9533 0.052
H 0.6477 -1.9490 -0.6963 0.058
```

---

(2)
Computed, not measured: a structure of composition H2NO3S, with ωB97M-V/def2-TZVPD.

E_HOMO (eV): -4.80
Total charge: -1
Frontier orbital gap (Eh): 0.33487
Relative energy (zero: lowest compared OMol25 entry of this formula, charge and spin) (kcal per mole): 37.0
M (g/mol): 96.1

```
7
Properties=species:S:1:pos:R:3:lowdin_charge:R:1
N 0.0020 -0.0769 -0.5550 -0.093
O -2.2213 0.8961 1.2123 -0.423
O -2.9674 0.5188 -1.1583 -0.407
O -2.4175 -1.3927 0.3148 -0.413
S -2.2257 0.0182 0.0201 0.508
H 0.4454 0.2192 0.2649 -0.090
H 0.0315 -1.0415 -0.3176 -0.083
```

---

(3)
Computed, not measured: a cluster of 9 separate species, C36H51F3O6 in total, with ωB97M-V/def2-TZVPD.

Multiplicity: 2
E_HOMO (alpha / beta) (eV): -10.53 / -10.53
Total charge: +1
Frontier orbital gap (alpha / beta) (Eh): 0.24335 / 0.08652
M (g/mol): 636.8

```
96
Properties=species:S:1:pos:R:3:lowdin_charge:R:1
F -0.1905 -1.9008 -1.9062 0.029
C 0.0449 -0.6955 -1.2662 -0.245
C -0.8088 0.3993 -1.3370 -0.026
C -0.6451 1.5325 -0.4915 -0.035
C 0.5147 1.4839 0.3329 -0.094
C 1.4176 0.5078 0.2760 -0.099
C 1.2035 -0.5273 -0.5671 -0.030
H -1.6855 0.3134 -1.9619 0.101
H -1.3032 2.3822 -0.3843 0.093
H 0.8946 2.3209 0.8999 0.091
H 2.4197 0.4989 0.6786 0.085
H 1.9883 -1.2691 -0.5819 0.106
F 2.3931 -1.8302 -7.4810 0.107
C 3.0896 -2.1029 -6.4231 -0.333
C 2.8597 -1.5008 -5.1921 -0.015
C 3.6722 -1.7962 -4.0951 -0.068
C 4.8181 -2.5655 -4.2974 -0.101
C 4.9800 -3.2262 -5.4806 -0.090
C 4.1334 -3.0019 -6.5760 -0.003
H 2.0333 -0.8127 -5.0924 0.111
H 3.2505 -1.4639 -3.1580 0.091
H 5.4351 -2.8413 -3.4550 0.089
H 5.8000 -3.9132 -5.6291 0.104
H 4.3405 -3.3923 -7.5614 0.116
F -3.6780 -1.0298 -0.3169 0.177
C -4.6950 -1.0495 0.5181 -0.133
C -5.6172 -2.1184 0.5249 0.096
C -6.7303 -2.0159 1.3220 0.014
C -6.8495 -0.9083 2.1088 0.012
C -5.9962 0.1534 2.1430 0.004
C -4.8826 0.0518 1.4008 0.063
H -5.4817 -2.9954 -0.0908 0.131
H -7.5567 -2.7111 1.3025 0.144
H -7.6451 -0.9539 2.8377 0.146
H -6.2496 0.9498 2.8269 0.148
H -4.0933 0.7856 1.3307 0.117
C 6.4659 -3.4306 -0.1916 -0.030
C 4.9607 -3.3124 -0.1943 -0.410
O 4.4093 -2.2064 -0.4179 0.010
C 4.1212 -4.6049 0.0886 -0.007
H 6.8417 -4.1217 0.5630 0.083
H 7.0440 -2.5259 -0.0030 0.074
H 6.8631 -3.7951 -1.1390 0.086
H 3.8187 -4.7243 1.1289 0.086
H 4.6158 -5.4919 -0.3073 0.075
H 3.3054 -4.4740 -0.6224 0.074
C -3.1362 -3.2893 -2.3808 -0.030
C -4.3079 -3.7061 -3.2514 -0.475
O -5.4479 -3.5616 -2.8068 0.032
C -3.9549 -4.2940 -4.5789 -0.013
H -2.1512 -3.2818 -2.8473 0.073
H -3.1087 -4.0672 -1.6177 0.098
H -3.2605 -2.3099 -1.9189 0.053
H -3.5112 -3.4801 -5.1522 0.102
H -4.7078 -4.9330 -5.0406 0.093
H -3.1031 -4.9492 -4.3969 0.087
C -2.1589 1.7175 3.4839 -0.024
C -2.8366 2.9634 4.0238 -0.409
O -3.8235 3.5823 3.4370 -0.025
C -2.2772 3.5274 5.2539 -0.042
H -1.1057 1.6978 3.7642 0.073
H -2.1511 1.7826 2.3959 0.059
H -2.6384 0.7638 3.7044 0.083
H -2.9952 3.7397 6.0460 0.096
H -1.7100 4.4233 5.0015 0.093
H -1.6036 2.7718 5.6582 0.079
C 2.0278 4.9485 5.3952 -0.019
C 1.6438 4.1599 4.1285 -0.463
O 0.5295 3.7528 3.9494 0.062
C 2.7753 4.0401 3.1050 -0.005
H 2.7606 5.7379 5.2281 0.078
H 2.4700 4.2524 6.1081 0.085
H 1.2225 5.3933 5.9798 0.077
H 3.6356 3.5666 3.5781 0.087
H 3.0366 5.0503 2.7900 0.090
H 2.3841 3.4227 2.2963 0.061
C -6.2989 2.5708 -1.3629 -0.030
C -5.1696 3.5739 -1.2550 -0.439
O -4.7007 4.1305 -2.2811 0.041
C -4.5473 3.7846 0.1094 -0.026
H -7.1461 2.9247 -0.7755 0.088
H -6.1377 1.5039 -1.2082 0.063
H -6.5971 2.5929 -2.4111 0.083
H -5.0081 4.6037 0.6614 0.095
H -3.5377 4.1932 0.0645 0.086
H -4.6245 2.8536 0.6710 0.042
C 6.6716 0.7044 2.2107 -0.008
C 5.2725 0.6987 1.5642 -0.490
O 4.2775 0.5685 2.2555 0.041
C 5.1478 0.8938 0.1097 -0.031
H 6.9522 -0.3487 2.1889 0.081
H 6.6159 1.0820 3.2317 0.082
H 7.4171 1.2767 1.6587 0.079
H 5.9241 0.2727 -0.3370 0.087
H 5.1975 1.9456 -0.1723 0.099
H 4.1688 0.6830 -0.3207 0.062
```